A) 13
Properties=species:S:1:pos:R:3:mulliken_charge:R:1 method="wB97M-V/def2-TZVPD" lumo_ev=0.49 orbital_gap_ha=0.372
C -0.33 -1.86 0.43 -0.64
O 0.71 -0.91 0.11 -0.34
C 0.17 0.45 -0.46 0.52
N -0.41 0.56 -1.56 -0.66
N 0.55 1.16 0.60 -0.43
C 0.46 2.54 0.61 0.04
O 0.80 3.22 1.55 -0.52
H 0.14 -2.71 0.92 0.25
H -0.79 -2.18 -0.51 0.30
H -1.07 -1.39 1.08 0.30
H -0.44 -0.26 -2.14 0.26
H 0.96 -0.19 0.94 0.64
H 0.04 2.97 -0.32 0.29

B) 13
Properties=species:S:1:pos:R:3:mulliken_charge:R:1 method="wB97M-V/def2-TZVPD" lumo_ev=0.60 orbital_gap_ha=0.353
C 1.37 -0.05 -0.27 0.45
N -1.33 -1.73 -0.05 -0.49
N 2.12 0.69 0.55 -0.34
O -1.08 -0.48 0.63 -0.22
O 1.55 -1.19 -0.59 -0.59
H -1.52 -2.38 0.71 0.25
H -0.42 -1.99 -0.45 0.31
H 2.98 0.32 0.92 0.23
H 1.85 1.64 0.76 0.22
C -1.30 0.61 -0.16 -0.09
C -2.11 1.49 -0.46 -0.16
H -2.39 2.40 -0.92 0.37
H 0.27 0.66 -0.65 0.05

Stability summary: most stable A), least stable B).

A) 13
Properties=species:S:1:pos:R:3:mulliken_charge:R:1 method="wB97M-V/def2-TZVPD" lumo_ev=0.52 orbital_gap_ha=0.372
N -1.94 0.08 -1.38 -0.40
C -1.03 -0.63 -0.64 0.61
O -0.76 -1.79 -0.88 -0.61
N -0.47 0.06 0.41 -0.22
C 0.83 -0.29 0.89 -0.52
C 1.99 0.69 0.66 0.04
O 2.42 1.01 -0.41 -0.44
H -2.56 -0.49 -1.93 0.23
H -1.98 1.08 -1.32 0.19
H -0.84 0.98 0.64 0.19
H 1.11 -1.20 0.37 0.31
H 0.83 -0.52 1.95 0.33
H 2.41 1.02 1.63 0.29

B) 13
Properties=species:S:1:pos:R:3:mulliken_charge:R:1 method="wB97M-V/def2-TZVPD" lumo_ev=-3.44 orbital_gap_ha=0.140
C 2.69 0.14 0.85 -0.11
N 2.30 -0.48 -0.29 -0.26
C 0.98 -0.07 -0.24 -0.14
C -3.13 -0.04 -0.80 0.10
N -2.69 -1.24 -0.51 -0.62
O -2.51 0.86 -1.40 -0.64
O 2.40 1.34 1.32 -0.37
H 3.11 1.30 0.44 0.43
H 3.41 -0.41 1.48 0.43
H 0.66 0.86 -0.68 0.34
H 0.26 -0.59 0.39 0.33
H -3.34 -1.89 -0.09 0.17
H -4.14 0.22 -0.46 0.34

C) 13
Properties=species:S:1:pos:R:3:mulliken_charge:R:1 method="wB97M-V/def2-TZVPD" lumo_ev=0.75 orbital_gap_ha=0.405
H 2.20 0.98 -1.40 0.29
N 1.86 0.04 -1.25 -0.63
C 0.92 0.03 -0.41 0.50
N 0.33 -1.19 -0.01 -0.16
C -0.85 -1.63 -0.58 0.13
O -1.27 -2.76 -0.45 -0.52
O 0.44 1.15 0.18 -0.36
C -0.61 1.09 1.14 -0.69
H 0.97 -1.93 0.26 0.26
H -1.38 -0.84 -1.15 0.29
H -0.44 1.89 1.86 0.27
H -0.64 0.14 1.67 0.36
H -1.58 1.26 0.65 0.26

D) 13
Properties=species:S:1:pos:R:3:mulliken_charge:R:1 method="wB97M-V/def2-TZVPD" lumo_ev=0.60 orbital_gap_ha=0.375
H -2.26 -0.63 0.88 0.29
N -1.95 0.33 0.58 -0.71
C -0.71 0.47 0.26 0.78
C -0.09 1.70 -0.36 -1.04
N 0.04 -0.66 0.08 0.14
O -0.38 -1.74 0.92 -0.51
C 1.27 -0.88 -0.45 0.13
O 1.64 -2.02 -0.37 -0.60
H 0.02 1.57 -1.44 0.27
H 0.83 1.54 0.29 0.31
H -0.62 2.69 -0.16 0.24
H 0.44 -2.37 0.71 0.40
H 1.77 0.01 -0.92 0.30

Stability summary: most stable A), least stable B).

A) 13
Properties=species:S:1:pos:R:3:mulliken_charge:R:1 method="wB97M-V/def2-TZVPD" lumo_ev=0.60 orbital_gap_ha=0.351
N 0.17 -1.59 -0.58 -0.52
C 0.19 -0.35 0.63 0.92
O 0.46 -0.86 1.71 -0.71
C 0.89 0.89 0.06 -0.54
O -0.07 1.92 0.25 -0.35
C -1.29 1.31 0.19 0.05
N -1.35 0.05 0.23 -0.76
H 0.22 -2.47 -0.07 0.30
H 0.80 -1.56 -1.37 0.29
H -0.81 -1.33 -0.79 0.37
H 1.10 0.80 -1.02 0.28
H 1.80 1.15 0.61 0.26
H -2.11 2.03 0.15 0.39

B) 13
Properties=species:S:1:pos:R:3:mulliken_charge:R:1 method="wB97M-V/def2-TZVPD" lumo_ev=0.40 orbital_gap_ha=0.293
H -1.51 3.21 -0.21 0.24
N -0.80 2.49 -0.15 -0.61
C -1.21 1.46 0.45 0.13
O -0.46 0.36 0.68 -0.43
C 0.87 0.38 0.20 -0.47
C 1.41 -0.71 -0.38 0.58
N 0.19 -1.97 -0.25 -0.52
O 2.41 -1.16 -0.89 -0.62
H -2.20 1.28 0.89 0.35
H 1.38 1.33 0.31 0.39
H 0.22 -2.55 -1.09 0.31
H -0.73 -1.56 -0.10 0.33
H 0.45 -2.55 0.54 0.31

C) 13
Properties=species:S:1:pos:R:3:mulliken_charge:R:1 method="wB97M-V/def2-TZVPD" lumo_ev=-0.65 orbital_gap_ha=0.287
C 1.24 0.65 -0.42 -0.09
O 2.32 0.92 0.37 -0.48
O 0.75 -0.59 -0.27 -0.31
H 2.18 0.51 1.24 0.32
H 1.44 0.97 -1.44 0.29
C -0.70 -0.86 -0.61 -0.13
C -1.42 0.41 0.81 0.03
N -1.17 -2.03 -0.55 -0.63
N -0.87 1.48 0.84 -0.49
H -0.75 -2.61 0.18 0.27
H 0.26 1.41 0.08 0.39
H -0.99 -0.22 -1.45 0.43
H -2.30 -0.04 1.23 0.39

D) 13
Properties=species:S:1:pos:R:3:mulliken_charge:R:1 method="wB97M-V/def2-TZVPD" lumo_ev=0.98 orbital_gap_ha=0.386
C -1.71 -0.32 -1.03 -0.68
O -1.25 -0.16 0.31 -0.38
C 0.08 0.05 0.44 0.48
N 0.79 0.86 -0.54 -0.25
O 2.06 0.27 -0.09 -0.31
C 1.35 -0.66 0.71 -0.01
N 0.64 0.02 1.76 -0.56
H -2.59 -0.97 -0.96 0.23
H -0.95 -0.77 -1.67 0.35
H -2.01 0.65 -1.45 0.25
H 0.76 1.86 -0.34 0.25
H 1.72 -1.68 0.78 0.38
H 1.10 0.87 2.08 0.25

Stability summary: most stable A), least stable C).

A) 13
Properties=species:S:1:pos:R:3:mulliken_charge:R:1 method="wB97M-V/def2-TZVPD" lumo_ev=0.64 orbital_gap_ha=0.392
O -1.50 0.98 0.92 -0.56
C -0.36 0.62 0.79 0.50
C 0.23 -0.74 1.15 -0.10
O 1.65 -0.52 1.04 -0.34
C 1.75 0.70 0.50 0.10
N 0.71 1.40 0.27 -0.55
H -0.07 -1.48 0.39 0.28
H -0.01 -1.06 2.16 0.27
H 2.77 1.01 0.31 0.40
N -1.18 -0.36 -1.66 -0.68
H -1.97 0.24 -1.43 0.23
H -1.51 -1.04 -2.34 0.23
H -0.50 0.25 -2.11 0.23

B) 13
Properties=species:S:1:pos:R:3:mulliken_charge:R:1 method="wB97M-V/def2-TZVPD" lumo_ev=0.35 orbital_gap_ha=0.364
H 1.70 0.11 1.75 0.22
N 2.04 0.03 0.72 -0.62
C 0.99 -0.40 -0.04 0.67
O 1.23 -0.75 -1.26 -0.29
C -0.02 -0.24 -1.83 -0.11
O -0.65 0.65 -0.94 -0.37
N -0.40 -0.37 0.31 -0.08
C -1.03 0.28 1.39 -0.75
H 0.08 0.57 -2.65 0.23
H -0.48 -1.25 -2.30 0.21
H -2.04 0.00 1.43 0.22
H -0.63 -0.02 2.44 0.28
H -0.79 1.39 0.98 0.38

C) 13
Properties=species:S:1:pos:R:3:mulliken_charge:R:1 method="wB97M-V/def2-TZVPD" lumo_ev=0.59 orbital_gap_ha=0.409
N 1.26 0.15 -1.29 -0.56
C 1.10 0.20 -0.09 0.77
N 0.95 0.40 1.12 -0.39
C 2.02 0.25 2.03 0.06
O 1.86 0.23 3.22 -0.45
H 0.94 -0.65 -1.83 0.30
H 3.02 0.18 1.56 0.30
C -2.04 0.05 -0.64 -0.60
O -1.25 -0.98 -0.09 -0.53
H -3.10 -0.08 -0.40 0.28
H -1.92 0.00 -1.73 0.23
H -1.72 1.05 -0.31 0.28
H -1.14 -0.80 0.86 0.31

D) 13
Properties=species:S:1:pos:R:3:mulliken_charge:R:1 method="wB97M-V/def2-TZVPD" lumo_ev=-0.05 orbital_gap_ha=0.287
C -1.19 -0.04 0.05 0.34
C 0.10 -0.78 0.03 -0.56
C 1.29 -0.03 0.01 0.48
H -2.57 1.59 0.02 0.27
H -0.70 2.00 -0.22 0.24
H -1.78 -1.74 1.06 0.38
H -3.24 -0.45 0.27 0.27
H 0.17 -1.81 -0.01 0.40
H 3.23 -0.18 -0.23 0.40
N -1.37 1.29 -0.21 -0.43
N -2.25 -0.98 -0.11 -0.60
O 2.28 -0.76 -0.16 -0.46
O 1.34 1.19 0.27 -0.74

Stability summary: most stable A), least stable B).

A) 13
Properties=species:S:1:pos:R:3:mulliken_charge:R:1 method="wB97M-V/def2-TZVPD" lumo_ev=0.97 orbital_gap_ha=0.369
C -2.84 -0.52 -0.07 -0.22
N -1.63 -0.81 0.21 -0.50
O -0.77 0.28 0.14 -0.06
C 0.56 0.02 0.05 0.77
C 1.29 1.35 0.00 -0.95
N 0.98 -1.16 0.07 -0.43
O 2.39 -1.24 0.00 -0.40
H -3.64 -1.25 -0.16 0.29
H -3.24 0.47 -0.27 0.26
H 2.33 1.32 -0.29 0.36
H 0.71 2.04 -0.64 0.28
H 1.28 1.71 1.08 0.24
H 2.57 -2.21 -0.12 0.36

B) 13
Properties=species:S:1:pos:R:3:mulliken_charge:R:1 method="wB97M-V/def2-TZVPD" lumo_ev="-0.36 / -0.36" orbital_gap_ha="0.311 / 0.311"
C -1.39 1.09 0.76 -0.79
N -1.45 0.20 -0.39 -0.20
O -0.76 0.72 -1.55 -0.37
C -0.24 -0.39 -0.88 0.29
C 1.06 -0.24 -0.21 -0.41
N 1.89 -1.23 -0.11 0.13
O 1.27 -2.38 0.14 -0.58
H -1.36 0.46 1.65 0.32
H -2.31 1.67 0.76 0.28
H -0.54 1.77 0.75 0.30
H -0.38 -1.35 -1.37 0.39
H 1.41 0.75 0.04 0.35
H 2.78 -1.07 0.38 0.28

C) 13
Properties=species:S:1:pos:R:3:mulliken_charge:R:1 method="wB97M-V/def2-TZVPD" lumo_ev="0.17 / 0.22" orbital_gap_ha="0.305 / 0.295"
C -0.58 -1.08 1.45 -0.24
C 0.85 1.47 0.44 0.72
C 0.61 0.50 -0.64 -0.25
N 0.37 -1.28 0.64 -0.49
N -0.50 0.67 -1.43 -0.35
O 2.08 1.54 0.94 -0.45
O -0.06 1.98 0.98 -0.53
H -1.13 -1.87 1.81 0.35
H -0.92 -0.06 1.72 0.21
H 1.46 -0.04 -1.01 0.28
H -1.31 1.19 -1.23 0.23
H 2.75 1.05 0.50 0.31
H -0.69 -0.06 -2.02 0.23

D) 13
Properties=species:S:1:pos:R:3:mulliken_charge:R:1 method="wB97M-V/def2-TZVPD" lumo_ev=0.92 orbital_gap_ha=0.394
H 1.78 0.93 -1.76 0.23
N 1.23 0.40 -1.09 -0.53
C 1.66 0.57 0.09 0.04
O 1.10 0.00 1.16 -0.35
C -0.04 -0.81 0.89 -0.37
C -1.25 0.04 0.46 0.51
N -1.77 -0.29 -0.76 -0.47
O -1.73 0.87 1.21 -0.58
H 2.50 1.19 0.40 0.38
H 0.21 -1.57 0.14 0.36
H -0.29 -1.28 1.84 0.27
H -2.50 0.34 -1.08 0.25
H -1.10 -0.57 -1.46 0.26

Stability summary: most stable D), least stable B).

A) 13
Properties=species:S:1:pos:R:3:mulliken_charge:R:1 method="wB97M-V/def2-TZVPD" lumo_ev=0.40 orbital_gap_ha=0.375
N -1.69 -0.06 0.56 -0.47
C -0.98 -0.75 -0.44 0.49
O -1.38 -1.79 -0.92 -0.60
N 0.05 -0.06 -1.03 -0.17
C 0.62 1.15 -0.41 -0.50
C 1.20 0.82 0.96 0.07
O 2.38 0.68 1.13 -0.44
H -2.60 -0.48 0.73 0.28
H -1.21 -0.04 1.45 0.15
H 0.33 -0.64 -1.81 0.23
H -0.09 1.96 -0.57 0.28
H 1.46 1.42 -1.06 0.36
H 0.53 0.90 1.83 0.34

B) 13
Properties=species:S:1:pos:R:3:mulliken_charge:R:1 method="wB97M-V/def2-TZVPD" lumo_ev=0.36 orbital_gap_ha=0.335
N 0.72 1.37 0.17 -0.57
C 0.67 -0.06 -0.10 0.74
N 1.87 -0.76 -0.13 -0.68
C -0.48 -0.82 -0.31 -0.58
C -1.84 -0.21 -0.02 0.49
O -2.72 -0.91 0.37 -0.53
O -2.05 1.10 -0.31 -0.56
H 1.65 1.70 0.28 0.25
H -0.07 1.69 0.87 0.27
H 1.63 -1.82 -0.11 0.31
H 2.38 -0.77 0.91 0.30
H -0.56 -1.95 -0.72 0.16
H -1.20 1.46 -0.91 0.40

C) 13
Properties=species:S:1:pos:R:3:mulliken_charge:R:1 method="wB97M-V/def2-TZVPD" lumo_ev="-0.04 / -0.04" orbital_gap_ha="0.311 / 0.312"
C 0.86 -1.46 0.19 -0.33
C 1.01 0.03 -0.41 -0.83
C -1.15 1.30 0.26 -0.06
N 0.25 1.17 0.19 -0.32
N -1.62 0.18 -0.08 0.57
O -2.68 -0.26 -0.43 -0.61
O -0.60 -1.26 0.16 -0.52
H 1.09 -2.18 -0.54 0.27
H 1.15 -1.52 1.14 0.34
H 1.98 0.37 -0.42 0.49
H 0.77 -0.08 -1.41 0.42
H -1.79 2.27 0.34 0.35
H 0.73 1.45 1.01 0.21

Stability summary: most stable A), least stable C).